ORCA calculation (the ωB97M-V functional and the def2-TZVPD basis) on a molecular structure, C32H22BiN6O4.

Geometry as XYZ:
```
65
C32H22BiN6O4 (the ωB97M-V functional and the def2-TZVPD basis)
Bi -1.57223 -0.20794 0.81226
O 1.25456 -1.49655 -4.11323
C 0.48616 -1.19148 -3.02895
O 0.39236 -0.05228 -2.65389
C -0.17015 -2.38746 -2.43736
C -0.07031 -3.59703 -3.04396
C -0.58340 -4.77252 -2.37892
C -1.41881 -4.61423 -1.32912
C -1.78269 -3.28268 -0.91598
N -0.81883 -2.24696 -1.21979
C -2.93110 -2.91482 -0.28012
O -3.88733 -3.86285 0.02791
O -3.23357 -1.73303 0.11706
H 1.62177 -0.64476 -4.38767
H 0.43217 -3.67225 -3.99581
H -0.28299 -5.75544 -2.71899
H -1.79373 -5.48643 -0.79529
H -3.67468 -4.66115 -0.46689
C 1.47794 -1.93185 3.90975
C 2.18646 -0.91567 4.54354
C 1.87725 0.39064 4.25691
C 0.87489 0.68926 3.31798
N 0.20477 -0.29460 2.71150
C 0.50182 -1.56565 3.01034
N 0.63815 2.03228 3.11814
C 0.07228 2.57696 2.09216
N -0.42180 2.06375 0.92268
C -0.87350 3.11628 0.14967
N -1.38439 3.16777 -1.02371
C -1.72776 2.11600 -1.86086
C -1.58381 2.35163 -3.23362
C -2.01300 1.41176 -4.13891
C -2.61514 0.25032 -3.66707
C -2.72735 0.08764 -2.30291
N -2.29060 0.98857 -1.40977
C -0.65742 4.39264 0.88754
C -0.92825 5.70543 0.55460
C -0.59485 6.68286 1.48561
C -0.00530 6.34277 2.70411
C 0.26643 5.01690 3.02196
C -0.07575 4.05762 2.08869
H 1.68525 -2.97648 4.09118
H 2.97107 -1.14833 5.25332
H 2.39009 1.21968 4.72308
H -0.05515 -2.31370 2.45635
H -1.13462 3.28498 -3.54271
H -1.89166 1.58157 -5.20193
H -2.98231 -0.51742 -4.33328
H -3.17978 -0.79926 -1.88040
H -1.38302 5.94753 -0.39702
H -0.79240 7.72508 1.26641
H 0.24385 7.12729 3.40827
H 0.72687 4.73223 3.95879
C -0.21496 -1.49971 -0.15585
C 1.22585 -1.55995 -0.02544
C 2.00716 -0.44696 0.33076
C 3.37104 -0.55963 0.54186
C 4.02110 -1.77638 0.36529
C 3.27259 -2.87938 -0.03457
C 1.90521 -2.77939 -0.22624
H 1.52507 0.51866 0.42072
H 3.93577 0.32104 0.82813
H 5.08951 -1.86149 0.52215
H 3.75926 -3.83655 -0.18781
H 1.33592 -3.65688 -0.51063
```

Results
ΔE to the lowest compared entry with this formula, charge and spin = 1.6364 eV
lowest unoccupied orbital energy = 2.24 eV
net charge = -1
total energy = -2076.7980 hartree
Kohn-Sham gap = 5.035 eV